Density functional theory data (the ωB97M-V functional and the def2-TZVPD basis) for a molecular structure, C32H32Cl6N3Na.

Geometry as XYZ:
```
74
Properties=species:S:1:pos:R:3:forces:R:3
Na 0.627 0.071 0.670 0.25 0.18 -0.15
C -1.796 4.373 -0.137 0.01 0.02 0.00
C -2.303 2.981 -0.437 0.01 0.02 0.02
C -2.005 2.388 -1.665 0.02 0.02 -0.06
C -1.294 3.193 -2.729 -0.05 0.06 -0.03
C -2.378 1.062 -1.908 0.08 0.01 -0.07
C -1.921 0.370 -3.173 0.01 -0.01 0.00
C -3.111 0.359 -0.951 0.00 -0.08 -0.02
C -3.569 -1.052 -1.228 -0.02 0.01 0.00
C -3.404 0.951 0.281 0.00 0.00 0.09
C -4.061 0.110 1.353 0.00 -0.01 0.01
C -3.025 2.273 0.528 -0.02 0.02 0.06
C -3.397 2.961 1.824 0.00 0.03 -0.02
H -2.502 5.151 -0.451 -0.01 -0.02 0.00
H -0.853 4.563 -0.648 0.00 -0.02 0.00
H -1.612 4.507 0.927 0.00 -0.01 0.00
H -0.210 3.213 -2.581 -0.03 -0.02 0.02
H -1.645 4.227 -2.730 -0.02 0.00 0.00
H -1.477 2.789 -3.723 -0.01 0.00 0.00
H -2.608 0.531 -4.012 -0.01 0.00 0.01
H -1.827 -0.703 -3.020 -0.01 0.01 0.02
H -0.939 0.729 -3.479 -0.01 0.01 0.01
H -2.809 -1.775 -0.913 -0.02 0.03 0.00
H -3.762 -1.207 -2.289 0.00 0.01 -0.01
H -4.491 -1.282 -0.694 0.00 0.01 -0.01
H -5.141 0.007 1.199 0.00 0.01 -0.01
H -3.904 0.522 2.347 -0.01 0.01 -0.02
H -3.632 -0.892 1.359 0.01 0.01 -0.02
H -2.587 2.919 2.557 0.00 -0.02 -0.03
H -4.275 2.508 2.281 0.00 0.00 -0.01
H -3.633 4.011 1.651 0.00 0.00 -0.01
Cl 3.978 1.661 2.318 -0.10 -0.06 0.11
C 2.673 1.178 3.420 0.12 0.10 -0.06
C 1.403 1.051 2.906 -0.17 -0.11 -0.05
C 0.449 0.668 3.818 -0.07 0.02 -0.01
Cl -1.223 0.449 3.218 0.20 -0.03 0.17
C 0.689 0.427 5.167 -0.09 0.00 0.01
Cl -0.577 -0.053 6.260 0.04 0.01 -0.01
C 1.990 0.582 5.640 0.02 0.01 -0.02
Cl 2.347 0.317 7.316 0.00 -0.01 -0.01
C 3.000 0.959 4.755 0.05 0.03 0.02
Cl 4.626 1.147 5.345 -0.04 -0.01 0.01
Cl 5.903 -2.050 -3.675 -0.03 0.04 0.02
C 4.678 -0.961 -3.022 -0.04 0.00 -0.01
C 5.042 0.094 -2.191 -0.01 0.08 0.07
C 4.090 0.954 -1.683 0.04 -0.07 -0.03
C 2.684 0.814 -1.963 -0.08 0.08 0.11
C 1.719 1.638 -1.398 0.04 -0.12 -0.10
C 2.374 -0.281 -2.845 0.02 0.00 -0.01
C 3.336 -1.133 -3.346 -0.04 -0.01 -0.01
H 6.086 0.236 -1.936 0.00 0.01 0.00
H 4.403 1.759 -1.026 0.01 0.00 0.00
H 0.681 1.564 -1.703 0.06 -0.10 0.05
H 2.004 2.450 -0.739 -0.02 0.01 0.00
H 1.334 -0.456 -3.100 0.01 0.00 -0.01
H 3.045 -1.954 -3.992 -0.01 0.01 0.00
N 3.114 -2.425 1.213 -0.02 -0.01 -0.05
N 2.772 -1.267 0.442 -0.10 -0.03 -0.07
H 3.662 -3.071 0.651 -0.04 -0.02 0.00
H 2.239 -2.891 1.430 0.01 0.02 0.03
H 2.585 -1.511 -0.529 0.06 0.06 -0.02
H 3.554 -0.623 0.441 0.02 -0.02 0.08
N -0.448 -7.502 -0.471 0.02 -0.04 0.01
C -0.421 -6.357 -0.346 0.00 0.36 0.00
C -0.411 -4.921 -0.198 -0.01 -0.34 -0.02
C -0.660 -4.338 1.045 -0.02 0.07 0.04
C -0.680 -2.952 1.159 -0.05 -0.10 -0.05
C -0.471 -2.061 0.082 0.14 -0.03 0.06
C -0.202 -2.716 -1.140 -0.03 -0.17 0.02
C -0.170 -4.096 -1.299 0.01 0.09 -0.05
H -0.834 -4.975 1.906 -0.01 0.00 0.00
H -0.875 -2.548 2.153 0.00 0.00 0.00
H 0.006 -2.123 -2.030 0.00 0.00 0.01
H 0.048 -4.545 -2.263 -0.01 -0.01 0.00
```
Forces are in eV/Å.

Calculated values
- Net charge: -2
- Frontier orbital gap: 4.41 eV